No. 1
Entry from the Open Molecules 2025 dataset: a structure of composition C26H28Cl3IrN9OS (wB97M-V/def2-TZVPD).

Output
Spin multiplicity: 5
Expectation value of S²: 6.023
Energy relative to the best compared isomer or geometry (same formula, charge and spin) (kJ/mol): 21.3
E (Ha): -3457.73375
Charge: +3
Orbital gap (spin up / spin down) (eV): 6.8 / 4.4

The geometry in XYZ format:
```
69
Properties=species:S:1:pos:R:3:forces:R:3:mulliken_charge:R:1
Ir -2.039 -1.376 0.707 0.23 0.06 -1.15 0.90
C -5.249 -3.640 -3.256 0.04 -0.02 -0.15 -1.05
N -4.862 -3.539 -1.846 0.01 0.01 -0.03 0.09
C -5.825 -3.987 -0.842 -0.09 -0.01 0.16 -1.10
C -3.737 -2.927 -1.472 0.02 0.01 -0.12 0.67
N -3.385 -2.746 -0.222 0.27 0.19 0.91 -0.62
N -2.917 -2.505 -2.502 -0.08 -0.03 -0.03 -0.07
C -1.692 -1.878 -2.425 0.24 0.17 0.03 0.62
N -0.928 -2.023 -3.524 -0.14 -0.01 -0.05 -0.34
N -1.343 -1.171 -1.397 -0.17 0.02 0.21 -0.43
H -6.231 -4.094 -3.321 -0.01 -0.01 0.06 0.31
H -4.565 -4.286 -3.814 -0.01 0.00 0.02 0.38
H -5.314 -2.658 -3.727 0.01 0.00 0.03 0.43
H -6.515 -4.685 -1.302 0.02 -0.01 -0.04 0.32
H -6.400 -3.149 -0.441 0.05 0.01 0.00 0.38
H -5.338 -4.520 -0.025 0.02 -0.05 -0.05 0.45
H -3.982 -3.245 0.420 -0.10 -0.02 -0.08 0.14
H -3.184 -2.810 -3.423 -0.04 -0.01 -0.01 0.17
H -1.172 -2.654 -4.268 0.02 -0.04 0.04 0.20
H -0.005 -1.628 -3.554 0.01 0.05 0.02 0.13
H -0.409 -0.788 -1.486 0.09 -0.08 -0.05 -0.01
Cl 6.822 -2.541 -0.081 0.07 -0.08 -0.02 -0.15
C 5.778 -1.186 -0.064 -0.20 0.24 0.02 0.24
C 5.991 -0.149 0.839 0.09 -0.05 0.02 -0.90
C 5.132 0.933 0.852 -0.10 -0.02 -0.02 -0.32
C 4.042 1.008 -0.014 -0.05 0.05 -0.24 0.02
C 3.113 2.195 0.073 -0.26 -0.36 0.29 -0.08
C 2.277 2.122 1.382 0.21 0.44 -0.30 -1.55
N 1.508 0.893 1.524 -0.02 -0.17 -0.31 0.52
C 1.874 -0.170 2.311 -0.01 -0.09 0.19 0.13
C 0.937 -1.135 2.129 0.06 -0.13 0.12 -1.35
N 0.006 -0.687 1.225 -0.26 0.14 -0.13 -0.25
C 0.390 0.536 0.863 0.01 -0.08 0.25 -0.15
O 3.911 3.369 0.114 0.11 0.07 -0.14 -0.22
C 3.393 4.584 -0.397 0.09 -0.15 0.24 -0.85
C 3.159 4.554 -1.884 -0.51 -0.12 0.28 0.40
C 4.185 4.278 -2.820 0.48 -0.11 -0.50 0.62
Cl 5.780 3.982 -2.467 -0.35 0.07 -0.06 0.02
S 3.623 4.311 -4.472 0.04 0.01 0.26 0.01
C 2.062 4.683 -3.918 0.12 0.01 -0.36 -0.28
C 1.958 4.778 -2.528 0.29 0.05 0.42 -0.53
C 3.867 -0.034 -0.921 0.26 0.11 0.39 1.14
Cl 2.567 0.013 -2.079 -0.33 0.00 -0.24 -0.23
C 4.716 -1.125 -0.958 0.10 -0.12 -0.02 -0.87
H 6.829 -0.192 1.521 0.01 -0.02 -0.01 0.47
H 5.311 1.752 1.538 0.03 -0.03 0.03 0.47
H 2.437 2.194 -0.787 0.03 0.11 -0.01 0.46
H 1.611 2.984 1.440 -0.07 -0.08 0.08 0.46
H 2.969 2.171 2.220 -0.04 0.04 0.06 0.25
H 2.735 -0.146 2.957 0.04 0.04 -0.08 0.60
H 0.881 -2.112 2.579 -0.04 0.01 0.00 0.52
H -0.144 1.179 0.180 0.05 0.02 0.00 0.51
H 4.176 5.314 -0.182 -0.10 0.11 0.05 0.40
H 2.484 4.898 0.123 -0.03 0.01 -0.09 0.34
H 1.263 4.834 -4.631 0.00 0.00 0.00 0.47
H 1.039 5.032 -2.018 -0.02 -0.01 -0.05 0.44
H 4.570 -1.918 -1.677 -0.03 0.00 0.01 0.48
N -0.763 1.483 6.155 -0.06 -0.03 -0.04 -0.39
C -1.578 0.976 5.526 0.16 0.10 0.14 -0.11
C -2.523 0.340 4.658 -0.18 0.01 -0.17 0.26
C -3.734 -0.190 5.097 0.06 0.01 -0.10 -0.24
C -4.569 -0.768 4.153 -0.05 0.07 -0.02 -0.71
C -4.166 -0.825 2.833 -0.11 0.12 0.08 -0.17
N -2.983 -0.340 2.411 -0.04 -0.25 0.18 -0.49
C -2.196 0.259 3.311 -0.02 0.06 0.10 0.04
H -4.019 -0.132 6.139 0.02 -0.02 0.01 0.53
H -5.535 -1.164 4.432 0.01 -0.01 0.02 0.42
H -4.819 -1.236 2.074 0.07 -0.09 -0.01 0.51
H -1.278 0.706 2.958 0.05 -0.13 -0.01 0.53
```
Positions in Å, forces in eV/Å.



No. 2
Entry from the Open Molecules 2025 dataset: the molecule C5H8O (wB97M-V/def2-TZVPD).

Output
Spin multiplicity: 1
Energy relative to the best compared isomer or geometry (same formula, charge and spin) (kJ/mol): 117.9
E (Ha): -270.51299
Orbital gap (eV): 10.8
SMILES string: C[C@H]1C[C@H]1C=O

The geometry in XYZ format:
```
14
Properties=species:S:1:pos:R:3:forces:R:3:mulliken_charge:R:1
C -1.284 -0.923 -0.456 0.02 -0.05 0.05 -1.36
C -0.559 0.400 -0.540 -0.10 0.00 -0.09 0.22
C -0.203 1.193 0.676 -0.08 0.10 0.13 -0.78
C 0.897 0.566 -0.139 0.19 0.01 -0.09 0.08
C 1.672 -0.585 0.414 0.08 -0.12 -0.20 -0.26
O 2.484 -1.213 -0.222 -0.27 0.29 0.27 -0.48
H -1.014 -1.485 0.445 -0.01 0.10 -0.11 0.29
H -2.367 -0.761 -0.437 0.17 -0.02 0.01 0.37
H -1.053 -1.552 -1.323 -0.01 0.08 0.14 0.33
H -0.827 0.987 -1.417 0.06 -0.08 0.15 0.33
H -0.412 0.733 1.642 0.06 0.05 -0.18 0.25
H -0.312 2.273 0.664 0.04 -0.18 -0.02 0.26
H 1.494 1.197 -0.791 -0.09 -0.09 0.07 0.40
H 1.482 -0.830 1.483 -0.06 -0.09 -0.14 0.35
```
Positions in Å, forces in eV/Å.



No. 3
Entry from the Open Molecules 2025 dataset: a structure of composition C2HNO2S (wB97M-V/def2-TZVPD).

Output
Spin multiplicity: 1
Energy relative to the best compared isomer or geometry (same formula, charge and spin) (kJ/mol): 594.9
E (Ha): -680.03347
Orbital gap (spin up / spin down) (eV): 6.1 / 6.1

The geometry in XYZ format:
```
7
Properties=species:S:1:pos:R:3:forces:R:3:mulliken_charge:R:1
C -3.426 0.020 -0.063 2.18 -0.19 -0.70 0.39
C -2.429 0.866 -0.542 -0.55 0.97 0.29 0.13
N -4.225 -0.505 0.565 -1.61 -0.65 0.75 -0.29
O -1.247 0.942 -0.689 0.39 -0.27 -0.75 -0.35
O -0.456 -1.931 -0.127 0.14 0.10 -1.11 -0.45
S 0.235 -0.720 -0.654 -1.17 0.30 3.40 0.37
H 0.347 -0.048 0.640 0.62 -0.26 -1.87 0.21
```
Positions in Å, forces in eV/Å.